No. 1
DFT (ωB97M-V/def2-TZVPD) results for C2H3FS as an isolated structure in a non-equilibrium geometry.

Cartesian coordinates (Å):
C 0.58687 0.56767 -0.19322
C -0.48942 -0.48975 0.12873
F -0.34267 -1.48197 1.03223
S -0.85163 1.05852 0.66008
H 1.43502 0.49218 0.42426
H 0.79090 0.88322 -1.10979
H -1.12908 -1.02986 -0.94227

E_HOMO (spin up / spin down) ... -4.59 / -10.94 eV
2S+1 ... 3
Maximum force ... 6.5 eV/Å
LUMO level (spin up / spin down) ... 0.9276 / -3.0863 eV
Gap between HOMO and LUMO (spin up / spin down) ... 0.2027 / 0.2885 Eh


No. 2
DFT (ωB97M-V/def2-TZVPD) results for an isolated molecule of C22H30N4O.

Cartesian coordinates (Å):
C 4.19052 -1.05918 0.80418
C 2.92225 -0.45573 1.33130
C 2.93126 0.83927 1.83550
C 1.79238 1.39959 2.38122
C 0.61982 0.66619 2.43670
C 0.56818 -0.62015 1.92414
C 1.72463 -1.17655 1.35940
N 1.66689 -2.49238 0.85057
C 1.73609 -2.88735 -0.46784
O 1.47738 -4.03099 -0.78536
N 2.14004 -1.92980 -1.34708
H 2.19300 -0.97868 -1.02344
C 2.04628 -2.15879 -2.76784
H 2.28757 -3.21393 -2.92014
H 2.79995 -1.54508 -3.26899
C 0.65742 -1.89423 -3.36777
H 0.62103 -2.41974 -4.32321
H -0.09151 -2.35238 -2.72130
C 0.29628 -0.41573 -3.63924
N -0.43356 0.33153 -2.63850
C 0.29559 0.77090 -1.47281
H 1.26921 1.15896 -1.78123
C -0.49034 1.87651 -0.76098
N -1.76981 1.33698 -0.37146
C -2.40943 1.74126 0.78482
C -3.46336 0.98107 1.30886
C -4.06694 1.32531 2.50090
C -3.63835 2.43078 3.21735
C -2.59952 3.19256 2.71230
C -1.99553 2.86128 1.51430
H -1.20459 3.49179 1.13909
H -2.25776 4.06438 3.25209
H -4.10838 2.69410 4.15244
H -4.87454 0.71588 2.88085
H -3.80197 0.09853 0.78682
C -2.50648 0.86267 -1.52090
H -3.47819 0.47670 -1.21890
C -1.70621 -0.22642 -2.23704
H -2.24590 -0.55734 -3.12660
H -1.59049 -1.08540 -1.55231
H -2.66619 1.69295 -2.22780
H 0.07085 2.17501 0.12430
H -0.60265 2.73811 -1.43701
H 0.43632 -0.04043 -0.73947
H 1.20934 0.14521 -3.86016
H -0.32914 -0.38677 -4.53805
H 1.21788 -3.17930 1.44021
C -0.70566 -1.40811 1.96712
H -0.90226 -1.88224 1.00596
H -1.54210 -0.75970 2.21441
H -0.64459 -2.19460 2.72104
H -0.27001 1.09846 2.86975
H 1.81869 2.40483 2.77470
H 3.85276 1.40288 1.81166
H 4.10745 -2.14063 0.74068
H 4.42645 -0.67650 -0.18887
H 5.01993 -0.80553 1.46164

E_HOMO ... -7.76 eV
SMILES string ... Cc1cccc(C)c1NC(=O)NCCCN1CCN(c2ccccc2)CC1
Maximum force ... 0.6 eV/Å
LUMO level ... 0.7304 eV
Gap between HOMO and LUMO ... 0.3120 Eh


No. 3
DFT (ωB97M-V/def2-TZVPD) results for a 2-piece molecular cluster, C3H8O2 overall in a non-equilibrium geometry.

Cartesian coordinates (Å):
C 0.93767 1.55135 -0.92426
C 1.72730 1.33993 0.32545
C 1.38119 0.55483 1.33946
O 1.93463 0.45769 2.58750
H 0.17150 2.34092 -0.97407
H 1.63603 1.55419 -1.76102
H 0.24164 0.69928 -1.15859
H 2.57190 2.05215 0.37673
H 0.58123 -0.21208 1.43183
H 2.90751 0.49588 2.53065
H -4.46771 -4.24331 -0.83626
H -5.21978 -3.23267 -1.71362
O -4.40311 -3.35815 -1.22380

E_HOMO ... -8.84 eV
SMILES string ... C/C=C/O.O
Maximum force ... 2.6 eV/Å
LUMO level ... 1.0530 eV
Gap between HOMO and LUMO ... 0.3636 Eh


No. 4
DFT (ωB97M-V/def2-TZVPD) results for an isolated molecule of C23H32N2O2.

Cartesian coordinates (Å):
C 1.95044 -1.54448 -1.08507
H 2.90930 -1.19989 -1.46681
H 2.13790 -2.18005 -0.22275
H 1.37920 -0.67594 -0.76536
C 1.21511 -2.31912 -2.18892
N -0.12266 -2.78821 -1.87778
C -0.32131 -3.56852 -0.67667
C -0.75134 -2.74748 0.54685
N -1.92841 -1.96693 0.21563
C -1.63395 -1.07460 -0.88825
H -0.82442 -0.36553 -0.64196
C -1.23541 -1.89310 -2.12625
C -2.44137 -2.70201 -2.63931
H -3.03698 -3.04570 -1.79469
C -3.32286 -1.87905 -3.57802
O -2.62746 -1.40732 -4.70889
H -2.20023 -2.15886 -5.13584
H -4.18874 -2.48264 -3.88985
H -3.69469 -0.98407 -3.07476
H -2.06330 -3.57381 -3.17911
H -0.94006 -1.19727 -2.91916
H -2.53193 -0.49587 -1.11593
C -2.51793 -1.29129 1.36807
C -1.60138 -0.28011 2.00881
C -0.71038 -0.65705 3.00938
C 0.22765 0.22844 3.49538
C 0.30644 1.52459 2.98636
C -0.60208 1.92311 2.01355
C -1.54045 1.02368 1.53768
H -2.23758 1.35107 0.77949
H -0.58208 2.92163 1.60656
O 1.29627 2.30694 3.50748
C 1.51489 3.58099 2.94457
C 1.90796 3.55275 1.48603
C 2.53556 2.43935 0.94413
C 2.88353 2.41575 -0.39467
C 2.61843 3.50848 -1.20158
C 2.00462 4.62724 -0.66372
C 1.64701 4.64779 0.67229
H 1.15961 5.51867 1.08850
H 1.79664 5.48369 -1.28810
H 2.88828 3.48921 -2.24699
H 3.36399 1.54103 -0.80729
H 2.74496 1.58717 1.57397
H 2.33678 3.99917 3.53785
H 0.63413 4.22377 3.08688
H 0.92366 -0.06365 4.26640
H -0.75171 -1.65920 3.41176
H -3.43451 -0.80549 1.02104
H -2.78838 -2.06689 2.09058
H 0.07868 -2.10613 0.88548
H -1.00824 -3.43316 1.35917
H -1.10875 -4.30146 -0.88420
H 0.59283 -4.11413 -0.44355
H 1.09996 -1.64712 -3.04819
C 2.07306 -3.50454 -2.64685
H 2.32285 -4.15527 -1.81284
H 2.99967 -3.14606 -3.08778
H 1.53261 -4.08625 -3.38831

E_HOMO ... -7.80 eV
SMILES string ... CC(C)N1CCN(Cc2ccc(OCc3ccccc3)cc2)C[C@@H]1CCO
Maximum force ... 0.6 eV/Å
LUMO level ... 0.7862 eV
Gap between HOMO and LUMO ... 0.3155 Eh


No. 5
DFT (ωB97M-V/def2-TZVPD) results for a 12-piece molecular cluster, C22H54BF4N4O7 overall in a non-equilibrium geometry.

Cartesian coordinates (Å):
B -0.57932 0.44375 -0.18436
F -1.80621 0.51426 -0.85390
F 0.41806 -0.10982 -0.95135
F -0.13809 1.79572 0.16979
F -0.65709 -0.27530 0.93092
C 0.40334 -1.18570 4.16793
C 0.39502 -0.71900 5.53597
N 0.35214 -0.40736 6.62544
H 0.43300 -2.16522 3.90344
H -0.48052 -0.61198 3.62750
H 1.20281 -0.81223 3.75286
C -4.18233 0.91013 1.06590
C -5.14126 -0.32079 1.34199
N -5.83585 -1.17718 1.41889
H -4.02214 0.92973 -0.07083
H -4.82183 1.84924 1.41276
H -3.19735 0.80187 1.38695
C -0.50541 -3.44080 -1.98929
C -0.60683 -3.01847 -3.40439
N -0.60960 -2.57576 -4.50780
H -1.37524 -3.73672 -1.48877
H 0.24355 -4.12917 -2.14981
H 0.00935 -2.71773 -1.23457
C 3.02828 0.90503 0.86249
C 2.73078 1.64623 2.12895
N 2.53774 2.28905 3.10721
H 3.11936 1.69229 0.06511
H 3.64882 0.12570 1.13064
H 2.14894 0.42634 0.50725
C 4.11353 -2.89329 0.17691
C 2.66167 -2.97237 0.64472
O 1.97278 -4.24121 0.32343
H 4.78526 -3.64571 0.47558
H 4.59758 -1.90792 0.32044
H 4.04918 -3.10499 -0.85527
H 2.18420 -2.04360 0.38707
H 2.47843 -2.80679 1.61414
H 1.10225 -4.01937 0.52661
C -2.05454 3.13601 4.75823
C -1.20040 2.37803 3.66831
O -1.37690 2.97404 2.37311
H -1.89370 2.58260 5.82181
H -3.17054 3.10357 4.62213
H -1.71124 4.06272 5.01255
H -1.48174 1.36621 3.57554
H -0.20997 2.55015 3.77933
H -0.97265 2.48742 1.67690
C -5.50897 -1.37761 -2.60504
C -3.97294 -1.23236 -2.71487
O -3.61895 0.06772 -2.85711
H -5.77215 -2.28316 -2.92496
H -5.89960 -0.67188 -3.21034
H -5.98001 -1.09626 -1.75209
H -3.87790 -1.96848 -3.55726
H -3.67578 -1.53978 -1.77479
H -2.93988 0.50432 -2.17624
C -1.31748 -4.94765 2.12370
C -1.75788 -3.53901 1.84452
O -0.64315 -2.89079 1.24851
H -2.22567 -5.58858 2.49899
H -0.73708 -4.99049 2.87719
H -1.00384 -5.33747 1.08520
H -2.03580 -3.16323 2.59300
H -2.56401 -3.41257 1.12474
H -1.01513 -2.07474 1.11331
C 4.24333 -2.11628 -3.87498
C 2.93778 -1.80617 -3.14065
O 3.07718 -0.92110 -2.03125
H 4.78493 -1.32427 -3.84799
H 4.05861 -2.92350 -4.70940
H 4.72134 -2.56798 -3.10723
H 2.49976 -2.77832 -2.74135
H 2.39121 -1.33976 -4.03246
H 2.37724 -0.18152 -2.07750
C 1.35793 6.63129 0.00429
C 0.67373 5.34596 0.38781
O 1.59623 4.50740 0.75316
H 1.98694 6.95207 0.82252
H 0.69910 7.52395 -0.10083
H 1.84310 6.65775 -0.88555
H -0.09864 5.02258 -0.52774
H 0.17224 5.45442 1.18274
H 1.39520 3.85746 1.62300
C 1.98680 3.50721 -4.10970
C 1.12921 2.75940 -3.07940
O 0.90824 1.38320 -3.54222
H 1.40795 3.72340 -4.99312
H 2.90395 2.85667 -4.40514
H 2.33663 4.49593 -3.80734
H 0.29877 3.24781 -2.85694
H 1.64783 2.63970 -2.23793
H 0.62433 1.00310 -2.80974

E_HOMO ... -7.29 eV
Maximum force ... 13.2 eV/Å
LUMO level ... 2.3951 eV
Charge ... -1
Gap between HOMO and LUMO ... 0.3560 Eh


No. 6
DFT (ωB97M-V/def2-TZVPD) results for a 2-piece molecular cluster, C3H11N2O overall in a non-equilibrium geometry.

Cartesian coordinates (Å):
C 1.43000 1.91584 1.18925
C 1.38136 0.43920 1.11296
O 0.89454 -0.29886 0.27283
N 1.91284 -0.35218 2.19448
H 0.45953 2.32048 0.89136
H 2.10895 2.25520 0.40725
H 1.82267 -1.36803 2.08768
H 2.62533 -0.03767 2.86495
H 1.55921 2.19450 2.23175
C -2.52229 -1.07920 -1.61895
N -1.05665 -0.74163 -1.71999
H -0.61557 -0.77621 -2.64365
H -0.86725 0.22317 -1.44896
H -0.51171 -1.34748 -1.10951
H -2.90417 -0.41089 -0.85406
H -2.72429 -2.09223 -1.28951
H -2.99252 -0.84401 -2.56787

E_HOMO (spin up / spin down) ... -21.48 / -20.90 eV
2S+1 ... 2
Maximum force ... 1.4 eV/Å
LUMO level (spin up / spin down) ... -8.1576 / -13.3357 eV
Charge ... +2
Gap between HOMO and LUMO (spin up / spin down) ... 0.4897 / 0.2778 Eh


No. 7
DFT (ωB97M-V/def2-TZVPD) results for a 2-piece molecular cluster, H3N2O3S overall in a non-equilibrium geometry.

Cartesian coordinates (Å):
N 1.96045 0.46655 -1.34805
N 1.33814 -0.33330 -0.66750
O -1.09152 -1.15881 0.19154
O -0.76908 -0.66253 -2.23015
O -2.18125 -0.17082 2.05171
S -0.62037 -0.17108 -0.80495
H -1.63941 -0.50557 1.27815
H 1.44187 1.05504 -2.04219
H -2.99251 0.41955 1.69483

E_HOMO ... -3.71 eV
Maximum force ... 4.5 eV/Å
LUMO level ... 3.9605 eV
Charge ... -1
Gap between HOMO and LUMO ... 0.2820 Eh


No. 8
DFT (ωB97M-V/def2-TZVPD) results for CH2ClNO3PS as an isolated structure in a non-equilibrium geometry.

Cartesian coordinates (Å):
C 2.78430 0.08720 1.62604
N 0.50991 0.03809 -0.19612
O -0.70526 0.57601 2.21208
O 1.76593 -0.56626 2.03352
O 1.66646 1.64065 1.45817
P 0.49341 0.68548 1.42292
S 3.91972 -0.30931 0.64467
Cl 3.43665 1.33295 3.33981
H -0.03484 -0.79614 -0.44205
H 0.76966 0.74438 -0.85070

E_HOMO ... -4.78 eV
Maximum force ... 5.0 eV/Å
LUMO level ... 3.2994 eV
Charge ... -1
Gap between HOMO and LUMO ... 0.2971 Eh


No. 9
DFT (ωB97M-V/def2-TZVPD) results for C9H9Cl7CuF12MgNaO12S4 as an isolated structure in a non-equilibrium geometry.

Cartesian coordinates (Å):
Na 3.25652 0.66539 2.14419
Cu -0.64274 -2.74915 3.23277
Mg 1.88711 -3.02220 -0.87486
C -1.07656 0.49080 -0.48809
F -1.97924 -0.24155 -1.19928
F -0.52673 1.36483 -1.33892
F -1.69164 1.25660 0.40321
S 0.17038 -0.63777 0.57648
O 0.79145 -1.60502 -0.36257
O 1.18533 0.27369 1.15207
O -0.67389 -1.29875 1.64312
C 3.50109 -4.51364 3.00124
F 4.70234 -4.75162 2.37225
F 2.70205 -5.47315 2.81750
F 3.62714 -4.46131 4.28726
S 2.78093 -2.96074 2.23555
O 2.66648 -3.26066 0.82643
O 1.51461 -2.71407 2.96951
O 3.68282 -1.81634 2.41694
C -2.29628 -3.78161 -0.55743
F -3.16786 -4.63670 -1.08407
F -1.83363 -3.08586 -1.56628
F -2.87514 -3.01020 0.35219
S -0.70126 -4.66004 0.21776
O -0.96777 -6.09472 0.27149
O 0.46897 -4.28230 -0.56043
O -0.59482 -4.12304 1.54427
C 4.06066 0.62792 -2.55934
F 4.54138 1.86081 -2.18674
F 2.70972 0.62195 -2.69600
F 4.45611 0.17693 -3.74272
S 4.38208 -0.71671 -1.27035
O 4.38687 -0.05833 0.03818
O 3.29320 -1.74570 -1.41595
O 5.66823 -1.35108 -1.54649
Cl -1.55177 1.14779 3.84905
C -3.05004 2.21553 3.93196
C -3.38017 2.98144 2.67470
Cl -1.91551 3.72618 1.99747
H -2.98055 3.05278 4.62643
H -3.84323 1.54995 4.27251
H -4.02614 3.81134 2.96122
H -3.89016 2.33373 1.96162
Cl -1.52347 4.30856 -4.53487
C -2.73910 3.30491 -3.71105
C -3.96691 3.14257 -4.59792
Cl -3.43517 1.90206 -5.84526
H -3.09234 3.77660 -2.79408
H -2.38776 2.33681 -3.35406
H -4.26609 4.07568 -5.07530
H -4.73176 2.64691 -4.00008
C 0.60611 4.62935 -0.27575
Cl 1.48844 4.52214 -1.79664
Cl 0.19180 6.35029 0.20591
Cl 1.46113 3.67689 0.97042
H -0.37508 4.22192 -0.51938

E_HOMO (spin up / spin down) ... -12.34 / -12.34 eV
2S+1 ... 2
Maximum force ... 4.8 eV/Å
LUMO level (spin up / spin down) ... -5.8761 / -9.5335 eV
Charge ... +1
Gap between HOMO and LUMO (spin up / spin down) ... 0.2376 / 0.1032 Eh


No. 10
DFT (ωB97M-V/def2-TZVPD) results for C12H30CaN2O4 as an isolated structure in a non-equilibrium geometry.

Cartesian coordinates (Å):
Ca 0.78648 -0.27327 -0.65642
C 3.87894 0.33967 -1.95713
O 3.01990 0.29096 -0.80059
C 3.73769 0.44089 0.43945
C 2.79771 0.94265 1.52435
N 1.50570 0.19862 1.56768
C 1.68573 -1.11141 2.26618
C 0.45756 -1.99126 2.22013
O -0.03514 -2.11576 0.87790
C -0.81628 -3.29988 0.72598
H 4.48735 -0.56261 -2.02005
H 4.50979 1.22583 -1.92127
H 3.24547 0.39634 -2.84147
H 4.51393 1.19758 0.31213
H 4.22798 -0.49733 0.71136
H 2.57581 1.98799 1.30311
H 3.33410 0.89767 2.47525
H 0.90550 0.73863 2.18773
H 1.90879 -0.93728 3.32303
H 2.53555 -1.63954 1.83262
H -0.34818 -1.65679 2.88022
H 0.76920 -2.98159 2.56913
H -1.19918 -3.33452 -0.29222
H -1.64074 -3.32036 1.44155
H -0.20734 -4.19750 0.86702
C -0.07448 -0.01317 -4.09259
O -0.50708 -0.20802 -2.74133
C -1.93891 -0.15732 -2.63908
C -2.37202 -0.42258 -1.21766
N -1.54327 0.33156 -0.26087
C -2.12506 0.32849 1.10461
C -3.36304 1.22237 1.17504
O -3.15723 2.46967 0.55571
C -2.21745 3.29488 1.19777
H -0.24390 1.01590 -4.41184
H -0.57446 -0.71291 -4.76241
H 0.99549 -0.21846 -4.14670
H -2.37294 -0.90563 -3.30529
H -2.28786 0.82857 -2.96600
H -2.28241 -1.48877 -0.99218
H -3.43108 -0.16432 -1.14722
H -1.59491 1.31369 -0.55503
H -1.38573 0.72779 1.79749
H -2.40171 -0.69236 1.36282
H -3.69745 1.34833 2.21434
H -4.21650 0.76230 0.67348
H -2.26012 4.29003 0.76576
H -1.17336 2.94282 1.08060
H -2.41082 3.36940 2.27486

E_HOMO ... -15.63 eV
Maximum force ... 1.2 eV/Å
LUMO level ... -5.9168 eV
Charge ... +2
Gap between HOMO and LUMO ... 0.3571 Eh


No. 11
DFT (ωB97M-V/def2-TZVPD) results for a 2-piece molecular cluster, C2H8N2O overall in a non-equilibrium geometry.

Cartesian coordinates (Å):
C 0.55649 0.15784 -0.05433
C 1.18671 -0.25728 1.10929
N 2.09298 -1.29899 1.42001
N 1.10246 0.91497 -1.09581
H -0.52787 0.32373 -0.22042
H 1.00592 0.52196 1.89041
H 1.80302 -1.92494 2.14955
H 2.22277 -1.79817 0.61163
H 1.97525 1.30356 -1.20182
H 0.33194 1.42170 -1.57990
H -4.42404 -0.28511 -1.35117
H -3.22912 0.55145 -0.96709
O -4.09651 0.36928 -0.71036

E_HOMO ... -6.07 eV
SMILES string ... N/C=C\N.O
Maximum force ... 4.4 eV/Å
LUMO level ... 0.3254 eV
Gap between HOMO and LUMO ... 0.2349 Eh


No. 12
DFT (ωB97M-V/def2-TZVPD) results for an isolated molecule of C4H7ClN2S in a non-equilibrium geometry.

Cartesian coordinates (Å):
C -1.72478 -1.18285 -0.97247
C -1.08830 -0.76962 0.41319
C 0.17657 -0.15493 0.68972
C 2.33958 0.73574 0.08623
H -3.72354 -0.44770 -0.71152
H -2.48403 0.65777 -1.14371
H -2.10458 -2.22406 -0.79448
H -0.79725 -1.40013 -1.69971
H 0.48355 0.28444 1.59424
H 1.00057 0.08690 -1.21538
H 2.24769 1.43297 1.06827
N -2.94487 -0.31459 -1.48038
N 1.25512 0.03272 -0.18854
S 3.62912 1.15068 -0.92879
Cl -2.29874 -0.38812 1.65560

E_HOMO ... -8.68 eV
SMILES string ... NC/C(Cl)=C\NC=S
Maximum force ... 4.8 eV/Å
LUMO level ... -0.3706 eV
Gap between HOMO and LUMO ... 0.3055 Eh


E, record by record: -575.7961 -1150.6237 -269.5305 -1155.5840 -2040.5103 -304.9335 -735.2097 -1519.6292 -9266.4217 -1562.8279 -265.5978 -1124.3991 Eh